Molecular formula: C44H112O42S12
Method: DFT, ωB97M-V with the def2-TZVPD basis set

Positions of all 210 atoms, in Å:
C 10.5071 -22.8646 -5.9934
O 8.3772 -14.5480 -16.9049
H 12.3932 -24.5930 -12.2270
O 10.4950 -22.8328 -12.0612
H 13.1357 -19.6679 -20.6496
S 15.3482 -18.3873 -12.8595
C 3.5771 -23.9605 -17.8348
H 12.4797 -27.0012 -17.5440
H 11.4971 -19.0277 -13.6346
H 7.7826 -28.6653 -8.9987
C 6.6562 -23.2148 -14.6796
C 15.5949 -24.7176 -16.6258
H 16.3557 -19.5266 -16.7348
H 13.2446 -29.2834 -11.0363
O 12.7055 -24.6574 -18.1852
C 7.8932 -24.4172 -18.7639
H 7.7058 -23.4074 -14.9139
H 9.3993 -21.1269 -17.1366
O 9.8359 -28.4567 -13.4308
C 3.2496 -22.3366 -11.6899
H 6.3826 -28.6204 -11.8016
H 7.9969 -15.3064 -19.6536
H 8.2323 -17.0002 -18.9304
C 12.1475 -18.1151 -16.8485
H 7.0483 -18.1670 -14.1708
C 16.8131 -25.3301 -17.2210
H 12.1781 -25.4823 -20.0684
C 7.1915 -19.6798 -9.7673
H 12.9943 -23.0049 -12.3089
H 9.0312 -20.6485 -9.3885
H 11.8661 -28.8936 -9.9939
C 9.1058 -21.3422 -16.0785
H 2.4660 -22.9615 -11.3280
H 12.3195 -20.7207 -21.7465
H 4.3483 -25.8086 -17.2829
H 8.0126 -27.9194 -11.3630
O 16.2061 -18.4265 -14.0719
H 8.4432 -23.5250 -6.1220
O 10.8407 -19.0324 -8.8764
O 5.6160 -21.1417 -17.9418
H 11.3921 -21.2620 -8.3189
S 8.4055 -19.7649 -20.6231
H 14.8141 -25.4625 -16.4512
H 6.6945 -16.4650 -19.3618
O 11.6659 -28.1656 -11.8580
O 4.7183 -23.0935 -17.9600
H 2.8516 -23.4721 -18.4491
H 3.1730 -23.8776 -16.7916
C 4.5146 -21.8063 -17.5634
H 6.5198 -19.3282 -17.8883
O 9.5950 -25.3786 -14.4585
H 10.9946 -22.0218 -15.5730
O 11.2313 -17.5893 -10.9440
H 8.9616 -21.8347 -19.9132
H 15.4275 -19.5487 -10.8032
H 7.2700 -19.1885 -8.7994
O 6.5714 -22.2115 -12.2319
C 13.5595 -18.5772 -16.5145
H 8.5636 -16.8151 -10.1653
H 10.1945 -21.8977 -6.4701
O 11.3538 -24.6888 -9.2234
C 12.5332 -28.5351 -10.7399
O 14.8308 -17.2394 -12.1899
O 5.1145 -25.0063 -10.9316
C 13.0582 -19.6588 -12.3417
H 13.3550 -20.5579 -11.7051
H 9.6062 -24.7820 -5.6129
C 9.2648 -17.0021 -9.3534
O 9.4037 -19.1029 -10.8228
C 7.8817 -17.4131 -14.3287
H 11.1504 -20.4335 -19.6786
H 16.5456 -25.9192 -18.1230
C 7.2643 -29.1816 -9.8220
C 8.5258 -20.2004 -10.2095
S 7.2443 -15.3228 -17.3709
O 14.6041 -17.8620 -19.1952
C 12.2558 -19.7287 -21.2585
H 16.0907 -20.4373 -12.1606
H 8.3550 -18.2833 -16.2047
H 11.4316 -18.9054 -16.6665
C 16.1099 -19.5074 -11.6438
H 13.7703 -23.2965 -20.4369
H 13.6019 -24.1244 -13.5003
H 12.2798 -18.9380 -22.0327
H 13.7162 -27.6319 -9.3661
H 4.6993 -25.4111 -18.9922
H 17.4287 -18.6325 -17.9153
O 9.3551 -23.4112 -8.5343
H 7.5381 -16.4451 -13.9074
C 16.4398 -18.7237 -17.5097
H 7.1057 -23.7779 -18.3606
O 9.8464 -19.7228 -21.2586
O 5.9595 -14.7464 -17.5426
O 8.7184 -25.0309 -16.7234
O 11.2607 -23.6552 -6.9348
H 12.3596 -29.9003 -14.2150
H 4.6336 -23.7354 -12.6634
H 8.7427 -17.7491 -13.7610
C 8.0981 -21.4548 -20.5006
H 7.6719 -27.6707 -16.2303
C 12.7259 -23.8555 -12.9447
H 13.7959 -26.8652 -18.7942
C 3.9724 -25.3545 -18.2161
H 2.6107 -21.4576 -12.0760
H 12.1796 -27.6275 -19.1287
H 7.9447 -27.5818 -14.4517
O 15.8348 -24.2010 -15.2886
C 5.5369 -19.6810 -17.6937
H 6.9761 -26.3891 -15.2905
H 7.1730 -21.6296 -19.9004
C 11.0347 -19.6224 -20.4035
O 14.0432 -19.4963 -17.5114
H 10.8322 -30.9538 -14.0531
H 5.2516 -19.4398 -16.6572
H 9.7803 -23.3042 -15.8169
C 13.2773 -27.3088 -10.2972
H 11.2339 -22.6713 -5.2104
S 10.3484 -18.2170 -9.9920
H 7.3307 -26.2015 -17.7322
O 7.0201 -16.6700 -16.4275
H 12.8285 -18.8600 -11.6667
C 3.8927 -22.9351 -12.8924
H 14.4780 -22.1607 -14.3381
O 17.0908 -22.7612 -13.7334
S 12.5562 -23.0615 -18.4148
H 8.0729 -21.7154 -16.1509
C 8.2133 -17.2834 -15.7943
C 11.8146 -22.1080 -8.8626
H 3.1439 -23.4066 -13.5319
O 10.0646 -29.9690 -11.4061
H 11.0851 -20.4153 -12.5487
H 14.9199 -23.1453 -19.1470
O 14.0876 -19.3028 -13.3109
H 16.1202 -17.8532 -16.9642
H 17.2668 -26.0526 -16.5343
O 4.5814 -21.9207 -13.6553
H 11.8365 -22.0176 -9.9416
S 16.4324 -22.6977 -15.0534
O 15.5403 -20.1284 -19.5174
H 7.5826 -24.4304 -9.6302
C 7.8504 -27.0827 -15.3545
H 12.6010 -26.4743 -10.1395
H 6.3212 -24.1327 -14.1673
O 11.3604 -22.7240 -19.1200
H 15.2761 -23.9888 -17.3783
H 9.8736 -16.1567 -9.0628
O 11.7144 -23.5366 -13.8669
H 10.9007 -18.6877 -19.8492
S 10.8068 -23.6014 -8.4715
S 9.3071 -26.0553 -15.6874
H 11.9363 -17.3896 -16.0861
O 17.2194 -22.3907 -16.2468
O 6.5371 -25.9682 -12.7044
O 6.2179 -27.1493 -10.4724
C 9.9567 -22.3245 -15.4279
H 12.2252 -30.9720 -12.8638
H 4.0020 -21.9537 -10.9441
H 9.0273 -26.1415 -18.3708
H 13.5393 -19.2112 -15.6515
C 7.0213 -28.2400 -11.0233
H 3.1650 -26.0206 -18.4408
H 8.4610 -25.6812 -10.5353
C 15.1886 -21.8815 -15.1296
H 14.8407 -22.1610 -16.1129
H 4.8289 -19.2032 -18.3849
H 8.8194 -23.8425 -18.9016
C 12.7159 -26.8885 -18.6043
H 8.1506 -24.2374 -11.3993
C 12.0452 -25.6354 -18.9793
H 9.1395 -23.5655 -4.5780
O 6.5810 -20.6136 -14.2474
H 14.1593 -17.6996 -16.4075
H 11.0117 -25.5466 -18.7437
H 14.2390 -21.6920 -19.7855
H 6.7174 -18.9900 -10.4666
H 6.3567 -29.4865 -9.4186
H 12.2220 -17.7037 -17.8441
H 14.0875 -27.0684 -10.9738
H 5.9705 -23.1661 -15.5251
C 7.7650 -24.8412 -10.6329
H 12.7796 -22.3439 -8.4432
H 17.1335 -19.1830 -11.3830
H 12.2746 -20.6679 -13.8958
H 8.4479 -20.8779 -11.0559
S 10.6730 -29.1861 -12.4876
H 17.5265 -24.5564 -17.4590
O 7.5496 -19.1318 -21.5684
O 8.5589 -19.2884 -19.2530
C 9.3538 -23.7116 -5.5962
O 10.3154 -26.8063 -16.3689
S 15.1418 -19.0835 -18.6311
C 11.6145 -30.3638 -13.5499
H 7.9526 -21.9677 -21.4964
S 6.1803 -21.8291 -13.5925
O 12.8957 -22.4320 -17.1669
O 9.6513 -22.4112 -13.9947
H 7.5852 -24.8241 -19.7277
C 7.6251 -16.0856 -19.0171
C 10.6519 -22.9119 -13.2659
C 8.2350 -25.6027 -17.9008
O 3.4971 -21.3664 -17.1604
C 11.8874 -19.9301 -13.1324
S 6.3222 -25.7046 -11.2939
H 6.5023 -20.4664 -9.5898
H 15.3914 -20.7966 -15.1476
H 8.6901 -17.5086 -8.5357
H 7.8011 -30.0462 -10.1354
H 9.0556 -16.6320 -15.9164
H 9.0567 -20.4416 -15.4817
C 14.0200 -22.7129 -19.5444

As for the net charge: 0. As for the HOMO energy: -10.643 eV. As for the spin multiplicity: 1.